Record 1
27
Properties=species:S:1:pos:R:3:forces:R:3:mulliken_charge:R:1 method="wB97M-V/def2-TZVPD" max_force_ev_per_a=4.754 multiplicity=1 e_above_lowest_kj_mol=74.01 smiles="CCCC[C@](N)(C#N)NC(C)=O" e_tot_ev=-15055.63567
C 1.5464 -1.7840 -0.2581 -0.682 3.406 1.047 -0.33
C 0.3702 0.5087 2.2471 -1.031 0.539 -0.818 0.76
C -0.5622 0.4223 3.4182 -1.211 -1.601 -1.527 -1.11
C -2.3935 -0.2089 -2.4392 -2.072 2.717 -1.987 -1.41
C -1.4771 0.5987 -1.6111 0.788 -0.787 2.011 -0.02
C -0.0913 -0.0863 -1.8514 1.062 1.138 -0.176 -0.82
C 1.0458 0.4536 -1.0194 0.361 -0.753 -0.039 -1.42
C 1.3822 -0.3828 0.1755 -1.350 -0.797 1.367 1.62
N 1.9363 -2.8313 -0.2957 1.020 -4.128 -0.661 -0.51
N 2.6095 -0.0148 0.7826 -0.382 3.372 -0.046 -0.78
N 0.2433 -0.4177 1.2352 3.304 3.382 -0.493 -0.23
O 1.0210 1.5546 2.1140 -0.158 -0.919 0.201 -0.69
H -0.7530 1.4385 3.5664 -0.431 1.482 0.952 0.35
H -0.2167 -0.0849 4.3068 0.199 -0.132 0.050 0.28
H -1.5165 -0.0222 3.0196 0.778 0.109 0.770 0.29
H -2.3966 -1.2323 -2.2318 -0.270 -1.489 0.609 0.39
H -2.1226 -0.0848 -3.4781 0.475 -0.288 -0.539 0.33
H -3.3897 0.2766 -2.4852 0.028 -0.826 0.543 0.37
H -1.5510 1.7295 -1.7602 0.584 -1.612 -0.273 0.36
H -1.8059 0.4547 -0.5339 0.650 0.225 -0.925 0.11
H 0.0491 -1.1737 -1.8378 -1.393 -0.158 0.360 0.42
H 0.2476 0.0816 -2.8637 -0.448 0.481 -0.679 0.43
H 2.0106 0.4171 -1.5091 0.036 0.433 -0.694 0.32
H 0.7860 1.4348 -0.7622 0.176 1.599 0.720 0.42
H 2.3366 0.8546 1.3768 1.084 -1.506 -1.414 0.36
H 2.9630 -0.6848 1.3973 0.508 -1.478 0.984 0.29
H -0.2714 -1.2165 1.2973 -1.627 -2.409 0.658 0.23

***

Record 2
25
Properties=species:S:1:pos:R:3:forces:R:3:mulliken_charge:R:1 method="wB97M-V/def2-TZVPD" max_force_ev_per_a=6.069 multiplicity=1 e_above_lowest_kj_mol=0.00 e_tot_ev=-48060.42074
C -2.7192 -2.0856 -0.4935 1.876 0.615 0.861 -0.30
C -1.5015 -2.2464 0.2209 -0.680 -0.124 -0.070 -0.74
C -3.0131 -0.8866 -1.1340 0.196 -0.325 0.434 -0.61
C -0.5976 -1.1757 0.2986 0.029 -1.783 0.726 0.28
C -2.0917 0.1599 -1.0897 0.239 0.033 0.302 -0.38
C -0.8955 0.0095 -0.3008 -2.043 0.758 -1.930 0.17
C 1.7933 0.6966 -1.5819 3.528 -1.122 -0.626 -0.90
N 1.3182 1.7985 -0.7928 -5.300 -2.728 -1.144 -0.33
O -0.9662 2.6336 0.0307 1.013 -1.995 -0.060 -0.62
O 0.3158 1.2564 1.5944 0.457 -0.072 -0.229 -0.34
O 2.1960 -0.4550 1.3422 0.272 3.998 -1.694 -0.52
O 2.8562 1.9744 1.4401 0.465 1.022 -0.955 -0.69
P 2.0482 1.0057 2.1532 -0.334 -2.035 1.482 0.66
S 1.9015 0.8592 4.0807 -0.055 -0.208 -0.978 -0.40
S -0.0865 1.4798 0.1490 0.798 3.464 -0.431 1.24
H -3.4774 -2.8203 -0.5648 -0.334 -0.968 0.313 0.42
H -1.2750 -3.1478 0.8365 -0.299 0.682 -0.891 0.33
H -4.0457 -0.8849 -1.5128 0.826 0.806 -0.452 0.34
H 0.3252 -1.3275 0.8559 -0.443 0.344 -0.114 0.25
H -2.3039 1.0810 -1.6382 0.164 -0.126 0.543 0.39
H 1.1949 -0.0445 -2.0225 -2.169 -0.178 -0.414 0.39
H 2.3044 1.1738 -2.4181 0.152 -0.184 -0.107 0.40
H 2.5444 -0.0344 -1.1170 -0.641 1.560 0.138 0.24
H 2.1308 -1.1375 1.9293 -0.152 -2.942 2.693 0.30
H 2.0443 2.1174 -0.2651 2.437 1.510 2.601 0.43

***

Record 3
28
Properties=species:S:1:pos:R:3:forces:R:3:mulliken_charge:R:1 method="wB97M-V/def2-TZVPD" max_force_ev_per_a=1.914 multiplicity=1 total_charge=-1 e_above_lowest_kj_mol=0.00 e_tot_ev=-37343.80002
C 1.7969 -0.7706 0.7031 -0.461 -1.075 -0.523 -0.38
C 0.6395 -1.7361 1.1516 -0.157 0.711 0.028 -0.67
O -0.5824 -1.0777 1.4615 0.103 0.414 0.113 -0.75
C 1.9731 -0.7634 -0.8313 -0.495 -0.357 0.491 -0.25
S 3.1500 0.5147 -1.4111 -0.451 -0.234 1.149 -0.10
S 2.1073 1.4897 -2.7910 -1.070 0.925 -1.289 -0.22
H 2.7315 -1.1031 1.1309 0.310 -0.024 0.504 0.39
H 1.5091 0.1777 1.1592 0.421 0.271 -0.497 0.38
H 0.3830 -2.4702 0.3810 0.574 -0.323 0.082 0.39
H 1.0059 -2.1976 2.0892 -0.411 -0.237 -0.466 0.29
H 0.9488 -0.7954 -1.2109 0.273 1.096 -0.776 -0.06
H 2.3758 -1.6679 -1.2848 0.141 -0.468 0.728 0.37
H 1.0458 2.0790 -2.1436 0.693 -0.298 0.081 0.14
H -2.5871 -0.8710 -0.5307 -0.147 0.316 -0.035 0.18
H -1.1605 -0.6970 0.6269 0.650 -0.540 -0.169 0.50
O -1.8223 -0.2858 -0.5466 0.139 -0.401 0.667 -1.05
H -1.3860 -0.9653 -3.2109 0.156 -0.024 0.429 0.27
H -1.1298 -1.0984 -1.6317 -0.218 0.083 -1.413 0.43
O -0.8885 -1.4869 -2.5678 0.133 -0.179 0.409 -0.73
H -2.5788 1.8460 0.5011 0.370 0.139 0.369 0.32
H -1.6588 1.8257 1.7539 0.028 -0.149 0.058 0.30
O -2.4587 2.2130 1.3932 -0.615 0.177 0.263 -0.67
H -0.2686 0.4058 2.1864 0.189 0.338 0.526 0.27
H 0.4002 0.2435 3.4563 0.026 0.486 0.297 0.35
O 0.1094 0.9922 2.9146 -0.169 -0.732 -0.435 -0.73
H -0.7533 2.6012 -0.6002 -0.106 0.397 0.165 0.31
H -1.4011 1.3074 -1.0296 -0.679 0.148 -0.205 0.39
O -1.5004 2.2904 -1.1188 0.772 -0.463 -0.552 -0.69

***

Record 4
123
Properties=species:S:1:pos:R:3:forces:R:3:mulliken_charge:R:1 method="wB97M-V/def2-TZVPD" max_force_ev_per_a=4.488 multiplicity=1 total_charge=+1 e_tot_ev=-82313.27848
C -1.2186 -3.4610 4.6078 0.632 -0.369 1.087 -0.33
O -2.6322 -3.0997 4.7977 1.556 -0.064 -2.213 -0.35
C -3.3716 -3.0538 3.5251 -1.796 0.652 0.083 -0.18
C -4.1953 -1.6048 3.4410 -0.179 -0.580 -0.559 -0.54
C -3.4323 -0.5168 2.4354 -0.303 -0.064 1.311 0.29
C -2.4772 0.4082 3.4120 -0.591 0.851 -0.023 -0.50
C -2.1923 1.9104 2.7837 1.050 -0.342 0.476 -0.88
C -1.4881 1.8119 1.2698 -0.808 0.326 1.358 1.19
C -2.5730 2.2879 0.1372 0.116 -1.232 -0.579 -0.73
C -1.9037 2.7399 -1.3048 -1.262 0.835 0.130 -0.52
C -0.5874 3.7059 -1.1699 -0.380 0.767 -0.455 -0.56
C 0.8169 3.0585 -1.7098 1.050 0.725 1.103 -0.41
C 0.9646 1.4387 -1.5125 -0.303 -0.584 -1.443 0.80
C 2.5241 0.8964 -1.6346 0.119 1.264 -1.169 -0.86
P 2.8483 -0.7760 -0.7725 1.924 1.277 -1.889 0.84
C 4.2665 -1.6411 -1.7891 0.218 -0.219 -0.479 -0.57
C 5.5541 -0.6320 -1.9612 0.882 0.663 1.029 0.32
C 6.7957 -1.0385 -0.9372 -0.381 0.025 0.477 -0.67
Cl 6.2670 -0.6500 -3.7101 -1.093 -0.161 1.612 -0.18
Si 1.1304 -2.1393 -0.6950 -2.950 -3.370 0.296 -0.32
C 0.3521 -2.3342 1.0887 0.237 0.878 0.711 -0.30
C -0.3226 -1.6992 -1.8786 -1.401 1.276 -0.356 -0.26
C 1.7063 -3.9467 -1.1915 0.258 0.384 -0.915 -0.92
Si 3.6665 -0.3122 1.2588 0.811 0.450 3.429 0.27
C 4.8188 1.2490 1.2625 0.812 0.480 -0.437 -0.75
C 4.5958 -1.8738 1.9766 0.483 -1.146 -0.157 -0.89
C 2.2315 0.1054 2.5335 -0.429 0.872 -0.187 -0.50
H -1.1235 -4.6347 4.6057 -0.041 2.234 -0.326 0.27
H -0.7229 -2.9691 3.6685 -1.130 -0.961 1.541 -0.03
H -0.5984 -3.0853 5.5479 -1.527 -0.698 -1.888 0.23
H -2.6982 -3.1840 2.5643 -1.186 0.129 2.040 0.05
H -4.2127 -3.8833 3.5772 1.932 1.414 -0.274 0.31
H -5.2994 -1.8097 3.0589 2.363 0.355 0.626 0.14
H -4.3028 -1.2126 4.5447 0.364 -0.658 -2.262 0.29
H -2.8178 -1.1357 1.6479 -1.115 1.329 1.397 -0.10
H -4.2181 0.1749 1.8629 1.712 -1.558 1.333 0.13
H -1.4590 -0.1366 3.6996 -2.115 1.134 -0.754 -0.02
H -3.0668 0.5921 4.4265 1.284 -0.527 -2.127 0.49
H -1.4061 2.4182 3.5226 -1.746 -0.929 -1.595 0.22
H -3.1608 2.6037 2.7757 2.026 -1.732 -0.057 0.29
H -0.5181 2.4628 1.3389 -1.834 -1.124 -0.527 0.33
H -1.1728 0.6884 1.1515 -0.569 2.062 -0.099 -1.08
H -3.3275 3.0912 0.5534 1.844 -1.426 -0.786 0.35
H -3.2373 1.3272 -0.1093 1.285 2.107 0.610 0.13
H -2.7414 3.3958 -1.8470 1.804 -1.567 1.079 0.40
H -1.7633 1.7906 -1.9744 0.065 1.831 1.271 0.23
H -0.7871 4.6719 -1.8424 0.498 -2.135 1.480 0.33
H -0.4983 4.1349 -0.0594 -0.079 -1.203 -2.431 0.26
H 1.6856 3.5535 -1.0575 -1.756 -0.975 -1.401 -0.06
H 1.0239 3.4318 -2.8208 -0.507 -1.276 2.309 0.35
H 0.4657 1.0027 -0.5483 0.882 1.213 -1.592 -0.77
H 0.3891 0.9400 -2.4319 1.217 0.964 2.155 0.05
H 3.3196 1.6679 -1.2062 -1.788 -1.564 -0.731 0.43
H 2.7908 0.7735 -2.7916 -0.503 0.120 2.518 0.41
H 3.7869 -1.9006 -2.8297 1.024 0.496 1.982 0.01
H 4.5610 -2.6515 -1.2286 -0.616 2.264 -1.327 0.46
H 5.2841 0.5147 -1.7685 0.374 -2.699 -0.615 0.12
H 6.8585 -0.3024 -0.0095 -0.312 -1.503 -1.985 0.12
H 7.8440 -0.9939 -1.4647 -2.299 -0.242 0.932 0.38
H 6.5514 -2.1082 -0.5136 0.863 2.054 -0.906 0.18
H 1.1284 -2.7671 1.8699 -1.728 0.757 -1.587 0.31
H -0.6187 -2.9870 1.0331 1.942 1.137 0.050 0.19
H 0.0557 -1.2553 1.4322 0.330 -2.049 -0.328 -0.02
H 0.0042 -1.1638 -2.8820 -0.821 -1.355 1.999 -0.24
H -1.0254 -2.6349 -2.0863 1.741 1.883 0.338 0.45
H -1.0171 -0.9250 -1.2942 1.419 -1.506 -1.285 0.08
H 2.0452 -3.8648 -2.3251 -0.397 -0.533 2.338 0.25
H 0.7321 -4.5964 -1.1842 1.941 1.102 0.195 0.32
H 2.5447 -4.3535 -0.4836 -1.632 0.501 -1.547 0.30
H 5.6454 1.1215 2.1045 -1.883 0.294 -1.653 0.34
H 5.4029 1.3491 0.2493 -1.112 0.118 1.952 0.20
H 4.1710 2.2030 1.4697 1.396 -1.681 -0.409 0.11
H 4.9119 -2.6083 1.0972 -0.678 1.302 2.023 0.23
H 5.5958 -1.5896 2.5421 -2.161 -0.478 -1.141 0.32
H 3.8660 -2.4298 2.7310 1.655 1.045 -1.655 0.28
H 2.7051 0.8517 3.3340 -1.057 -1.749 -1.620 0.43
H 1.7793 -0.8555 3.0335 0.812 2.111 -0.928 0.23
H 1.4053 0.7284 1.9461 1.435 -1.326 1.461 -0.15
C 1.3455 -1.9110 -5.3209 0.043 0.129 -0.078 -0.76
C 0.2803 -2.9903 -5.2492 -0.265 -0.023 -0.218 -0.23
O -0.9314 -2.6389 -5.9168 0.134 -0.006 0.352 -0.45
C -0.8297 -2.3715 -7.3129 -0.076 -0.065 -0.152 -0.30
C -0.3117 -3.5483 -8.1204 0.067 -0.183 0.031 -1.02
H 0.9692 -0.9720 -4.9009 0.018 -0.055 -0.043 0.21
H 2.2349 -2.2154 -4.7588 -0.046 -0.012 -0.055 0.10
H 1.6530 -1.7086 -6.3489 0.070 -0.047 0.097 0.47
H 0.0196 -3.1596 -4.1990 -0.192 0.008 -0.228 -0.02
H 0.6572 -3.9463 -5.6299 0.088 0.084 -0.036 0.42
H -0.2232 -1.4765 -7.4829 0.084 -0.018 -0.023 0.29
H -1.8410 -2.1263 -7.6586 0.134 -0.044 0.318 0.36
H 0.7024 -3.8300 -7.8265 -0.010 0.061 -0.101 0.26
H -0.2946 -3.3022 -9.1872 -0.029 -0.022 0.171 0.38
H -0.9506 -4.4262 -7.9720 0.059 0.167 -0.054 0.29
C -10.0217 -1.9138 1.3044 -0.033 -0.156 0.049 -1.04
C -9.0353 -0.8459 0.8669 0.016 -0.041 0.017 -0.34
O -7.6852 -1.3060 0.8137 0.129 0.040 0.048 -0.39
C -7.4190 -2.3836 -0.0802 -0.008 0.098 0.020 -0.29
C -7.7388 -2.0634 -1.5295 -0.086 0.123 -0.131 -1.08
H -9.7446 -2.3131 2.2860 -0.050 0.104 -0.112 0.29
H -11.0323 -1.4962 1.3678 0.167 -0.043 0.001 0.39
H -10.0503 -2.7535 0.6069 -0.077 0.070 -0.021 0.26
H -9.0569 -0.0267 1.5934 0.248 -0.138 -0.101 0.31
H -9.3235 -0.4097 -0.0963 -0.033 -0.087 0.001 0.31
H -7.9411 -3.2867 0.2508 -0.077 -0.007 -0.063 0.32
H -6.3475 -2.6013 0.0031 -0.151 0.186 0.178 0.30
H -8.8005 -1.8497 -1.6754 0.064 -0.105 -0.013 0.27
H -7.4759 -2.9080 -2.1748 -0.016 0.108 0.101 0.39
H -7.1795 -1.1808 -1.8598 -0.040 -0.147 0.051 0.30
C 5.2657 6.1741 1.2683 0.147 0.016 -0.026 -1.02
C 3.9602 5.8411 1.9680 0.083 0.013 0.164 -0.13
O 4.1350 5.1014 3.1762 -0.113 -0.194 -0.171 -0.33
C 4.9028 5.7316 4.1982 -0.017 0.042 0.128 -0.38
C 4.3159 7.0486 4.6738 -0.149 0.126 -0.047 -1.02
H 5.8260 5.2595 1.0458 -0.087 0.094 0.000 0.23
H 5.0707 6.7033 0.3294 0.015 -0.085 0.134 0.39
H 5.9079 6.8087 1.8824 -0.071 0.036 -0.078 0.29
H 3.3539 5.2154 1.3045 0.013 -0.078 0.243 0.11
H 3.3712 6.7449 2.1607 0.093 0.010 -0.019 0.33
H 5.9395 5.8552 3.8698 0.001 0.088 -0.033 0.32
H 4.9304 5.0338 5.0435 -0.113 -0.037 -0.300 0.29
H 4.2756 7.7904 3.8723 0.090 -0.004 0.084 0.26
H 4.9207 7.4658 5.4856 -0.087 -0.094 -0.114 0.38
H 3.2921 6.9036 5.0364 0.178 -0.005 -0.009 0.29